# C27H15Cl5O7SV

A molecular structure, C27H15Cl5O7SV (ωB97M-V/def2-TZVPD, the OMol25 dataset).

The geometry in XYZ format:
```
56
Properties=species:S:1:pos:R:3:forces:R:3
V 0.409 0.378 -0.334 0.1 0.9 0.0
Cl 0.002 4.952 -1.449 0.0 0.0 0.0
Cl 5.508 2.388 -0.080 0.0 0.0 0.0
Cl 2.616 6.690 -1.589 0.0 0.0 0.0
Cl 2.855 0.703 0.043 -0.2 0.1 0.0
Cl 5.371 5.409 -0.912 0.0 0.0 0.0
S 0.212 0.664 2.818 -0.1 0.0 -0.4
O -0.090 -3.430 -7.281 0.0 0.0 0.0
O 0.082 -3.136 -0.901 0.0 0.3 0.1
O -0.506 -5.233 -5.913 0.0 0.0 0.0
O 0.479 -0.661 -1.542 -0.1 0.1 0.2
O 0.137 -0.173 1.469 0.1 0.0 0.3
O 0.492 2.185 -0.680 0.0 -0.6 0.2
O -2.938 0.839 -0.484 0.0 0.0 0.0
C 3.948 4.473 -0.840 -0.1 0.0 0.0
C -3.722 1.530 3.133 0.0 0.0 0.0
C 0.320 -1.781 -5.551 0.0 -0.1 0.0
C -2.552 3.473 2.291 0.0 0.0 0.0
C 0.118 -2.710 -3.327 0.0 0.2 0.1
C 2.842 2.400 -0.425 0.1 -0.1 0.0
C -3.731 2.841 2.661 0.0 0.0 0.0
C 0.015 -3.050 -6.019 0.0 0.0 0.0
C -0.455 -2.741 4.850 0.0 0.0 0.0
C 4.020 3.130 -0.471 0.0 0.0 0.0
C -0.192 -4.020 -3.819 0.0 0.0 -0.1
C 1.607 2.937 -0.734 -0.1 0.1 -0.1
C -1.347 2.793 2.389 0.0 0.0 0.0
C -1.836 0.684 -0.439 0.1 0.0 0.0
C 0.002 -2.381 6.113 0.0 0.0 0.0
C 0.530 -1.119 6.346 0.0 0.0 0.0
C -0.235 -4.142 -5.170 0.0 0.0 0.1
C -2.529 0.836 3.233 0.0 0.0 0.0
C 2.703 5.047 -1.146 0.1 -0.1 0.0
C -0.412 -4.840 -7.286 0.0 0.0 0.0
C 0.122 -0.570 4.062 0.0 -0.1 0.1
C 0.368 -1.623 -4.183 0.0 0.0 0.1
C 0.151 -2.659 -1.930 -0.1 -0.8 -0.5
C 1.541 4.283 -1.092 -0.1 0.0 0.0
C -1.356 1.479 2.850 0.1 -0.1 0.0
C 0.606 -0.200 5.311 0.0 0.0 -0.1
C -0.402 -1.830 3.807 0.0 0.0 0.0
H 0.395 -5.383 -7.773 0.0 0.0 0.0
H -0.851 -3.732 4.678 0.0 0.0 0.0
H -0.380 -4.855 -3.159 0.0 0.0 0.0
H -0.743 -2.100 2.817 0.0 0.0 0.0
H -4.647 1.059 3.433 0.0 0.0 0.0
H -1.371 -4.980 -7.778 0.0 0.0 0.0
H -2.564 4.496 1.941 0.0 0.0 0.0
H -0.415 3.276 2.118 0.0 0.0 0.0
H -2.509 -0.175 3.617 0.0 0.0 0.0
H 0.897 -0.852 7.327 0.0 0.0 0.0
H 0.510 -0.966 -6.233 0.0 0.0 0.0
H -0.044 -3.099 6.921 0.0 0.0 0.0
H -4.669 3.375 2.597 0.0 0.0 0.0
H 0.605 -0.663 -3.758 0.0 0.0 0.0
H 1.033 0.783 5.471 0.0 0.0 0.0
```
Forces are in eV/Å.

The expectation value of S² is 0.762. As for the spin multiplicity: 2. The net charge is +2. The HOMO-LUMO gap (spin up / spin down) comes out at 6.832 / 7.185 eV. The value obtained for the calculated total energy is -5207.19764 Eh. The value obtained for the LUMO energy (spin up / spin down) is -6.78 / -6.43 eV. The largest force on an atom is 1.0 eV/A.